--- A ---
Density functional theory data (ωB97M-V with the def2-TZVPD basis set) for one molecule with the formula C3H7ClN2.

```
! wB97M-V def2-TZVPD RIJCOSX def2/J DEFGRID3
* xyz 0 1
C 0.87576 -1.24096 -0.82440
H 0.83260 1.20592 -1.61721
H 0.00466 1.94849 -0.23322
C 0.02908 1.08282 -0.89219
N 0.29474 -0.11228 -0.12913
H 1.15300 -1.97794 -0.07064
C -1.02861 0.33321 1.97832
H 0.16212 -1.70910 -1.50907
H -1.32812 1.34546 1.77578
H 1.76208 -0.92813 -1.37251
H -0.92330 1.01503 -1.43230
Cl -1.56796 -0.45700 3.35467
N -0.26604 -0.50552 0.97192
*
```

As for the orbital gap: 0.305 Ha. Its SMILES is CN(C)/N=C/Cl.


--- B ---
Density functional theory data (ωB97M-V with the def2-TZVPD basis set) for one molecule with the formula C3H7ClN2.

```
! wB97M-V def2-TZVPD RIJCOSX def2/J DEFGRID3
* xyz 0 1
N -2.36722 0.95490 -0.55967
H -2.42966 1.94006 -0.29386
C -0.61114 -0.34899 -0.06268
Cl 1.53888 -0.21596 2.17478
C 1.73852 -0.01013 0.43725
N -1.02591 0.65410 -0.76292
C 0.80762 -0.81837 -0.39770
H -2.70969 0.49908 0.30882
H 1.56046 1.02935 0.13651
H 2.81571 -0.28327 0.27990
H 0.97628 -1.95362 -0.26179
H 0.98246 -0.51283 -1.43721
H -1.27632 -0.93432 0.43857
*
```

As for the orbital gap: 0.379 Ha. Its SMILES is N/N=C/CCCl.


The least stable of them is A.


--- A ---
Density functional theory data (ωB97M-V with the def2-TZVPD basis set) for a 2-piece molecular cluster, C4H13N2O2 overall.

```
! wB97M-V def2-TZVPD RIJCOSX def2/J DEFGRID3
* xyz 1 1
C -1.59200 -1.19753 -0.15944
H -0.67700 0.44886 1.79995
H -1.40281 -1.89306 0.70545
H 2.67513 0.57047 1.01886
O -0.19316 -0.38270 -1.93325
H -2.70330 -2.68249 -1.05388
H 0.62019 3.78208 2.30473
H 2.59015 -0.56193 -0.45284
H 0.97140 0.50135 2.49822
C -0.26105 -0.37795 -0.72928
N -2.01482 -2.06254 -1.39630
C 2.02182 0.27383 0.08918
H -1.17269 -2.53280 -1.76186
C 0.32298 -0.00385 1.67039
H 0.30245 -0.98594 2.27126
H 1.55722 3.83712 1.13198
H -2.29736 -0.41921 0.18776
H -2.22004 -1.41887 -2.23592
O 1.00656 3.21310 1.55739
H 2.12389 1.19610 -0.53960
N 0.61127 -0.03058 0.24025
*
```

As for the orbital gap: 0.362 Ha.


--- B ---
Density functional theory data (ωB97M-V with the def2-TZVPD basis set) for a 2-piece molecular cluster, C4H13N2O2 overall.

```
! wB97M-V def2-TZVPD RIJCOSX def2/J DEFGRID3
* xyz 1 1
H -0.39144 3.41566 -0.97621
H -1.10871 -1.72447 -0.39385
C 0.88683 -1.12874 -0.03704
H 2.41531 1.64301 0.22804
H -0.89355 -0.78706 0.91480
C -0.36989 2.46747 -0.42309
O -1.02488 1.59770 -0.97914
H -0.80984 -0.01954 -0.51944
N 1.50198 1.21436 0.24141
C 0.51102 2.16775 0.77230
H 0.95376 3.07439 1.17743
H 1.23696 -2.12617 0.22534
N -0.58591 -0.94297 -0.03618
H 1.26965 -0.97072 -1.03842
H -1.91484 -4.36407 0.34242
C 1.55881 -0.11719 0.88319
H 2.59344 -0.40688 0.96017
H -2.47766 -4.29326 -1.06138
H 1.24508 -0.01699 1.92682
H -0.13497 1.67437 1.49868
O -2.01066 -3.76042 -0.41188
*
```

As for the orbital gap: 0.380 Ha.


The least stable of them is A.


--- A ---
Density functional theory data (ωB97M-V with the def2-TZVPD basis set) for one molecule with the formula C17H20N4O5S.

```
! wB97M-V def2-TZVPD RIJCOSX def2/J DEFGRID3
* xyz 0 1
N 3.06235 0.11677 -0.11714
H -0.61209 3.08491 -2.54668
H -2.35690 2.12889 -0.99514
S 2.46577 1.63898 -0.29127
C 2.31901 -1.53999 1.54931
C -1.92583 -1.17468 1.01853
C -1.51301 -1.01864 -1.32873
C 0.29486 -1.63482 0.14862
C 0.40979 1.48586 1.48590
O 2.63712 1.95726 -1.68166
C 3.36747 -0.46200 1.16238
C -0.17700 2.12808 -2.26171
H -0.28874 -1.78021 2.21724
H 4.37258 -0.89650 1.11557
O 1.19834 1.13348 2.33370
N -1.59053 2.06937 -0.32841
C -0.61552 -1.54659 1.21622
C -2.39311 -0.85701 -0.25742
O 3.08279 2.48172 0.67879
H 3.36347 0.35121 1.88536
C -3.71326 -0.25575 -0.52448
H -0.72948 1.34544 -2.77961
H 0.41743 -1.52150 -2.01042
N -0.90956 1.74026 1.84335
C 3.03768 -0.80310 -1.22928
H -1.88086 -0.82043 -2.32533
H 2.40225 -0.36262 -1.99712
H -5.78188 -0.36048 -0.03548
H 1.62622 -1.11058 2.26735
H 4.04780 -0.91156 -1.64534
O -3.10266 2.06794 1.36883
C -4.82344 -0.53966 0.44456
O -3.85866 0.48451 -1.48189
H -4.72294 0.16594 1.26961
N 1.60346 -1.98812 0.36916
C -0.31209 1.94009 -0.79367
C -1.96229 1.96765 0.99428
C 0.69062 1.65465 0.07668
H 2.82125 -2.39805 2.01033
H -1.13251 1.65837 2.82941
H 3.34463 -2.77072 -0.37020
H -2.58476 -1.09462 1.86963
H 2.02935 -2.72212 -1.54420
C 2.51119 -2.16652 -0.74007
C -0.21164 -1.41630 -1.14253
H -4.77345 -1.55414 0.82900
H 0.86679 2.10534 -2.55606
*
```

As for the orbital gap: 0.307 Ha. Its SMILES is CC(=O)c1ccc(N2CCN(S(=O)(=O)c3c(C)[nH]c(=O)[nH]c3=O)CC2)cc1.


--- B ---
Density functional theory data (ωB97M-V with the def2-TZVPD basis set) for one molecule with the formula C17H20N4O5S.

```
! wB97M-V def2-TZVPD RIJCOSX def2/J DEFGRID3
* xyz 0 1
H -5.10471 -0.35055 0.99093
H -2.96099 -0.52843 3.53310
H 3.45226 2.91777 1.00055
O -2.19237 2.03199 -1.55745
H 5.58454 2.33463 -0.80231
H -3.87610 0.73416 -2.17967
C 1.87045 -2.96718 0.04088
H -4.33942 1.84264 2.16986
C -1.05028 0.10192 -0.18499
O -2.07441 2.24454 0.89432
H -1.07388 0.08668 1.93854
C 0.28121 -1.38241 1.12624
H -5.88596 -2.05411 -1.84832
C 0.82408 -1.90324 -0.04408
N 3.14638 -2.49547 0.28284
C -3.94345 -1.31623 -1.56796
H 0.83910 -1.84416 -2.18684
O 2.76164 -0.14973 0.18500
C 0.41225 -1.43105 -1.28550
H 3.88212 -3.18723 0.37882
H -3.32440 1.10757 4.26912
C 4.95010 3.19089 -1.05064
N 4.80277 -0.84974 0.60610
N 4.81430 0.49962 0.59439
H -4.54306 -3.29399 -1.93767
O 1.66518 -4.14762 -0.07220
C -3.37566 0.46041 3.41175
C 3.12550 2.29855 0.15239
H 5.13510 3.99270 -0.32704
C -4.06097 -0.02224 1.07120
C -4.29344 0.12917 -1.37078
C 3.61523 0.90177 0.34725
C -0.65930 -0.36947 1.05326
C -4.83098 -2.26737 -1.78992
O 3.58343 2.83479 -1.06158
H 2.03400 2.28425 0.09739
H -5.38150 0.25572 -1.36501
H -0.85033 -0.00673 -2.29802
S -2.26667 1.42418 -0.26208
C -3.92676 0.85187 2.27831
C -0.52973 -0.41867 -1.35384
H 5.17548 3.54348 -2.05442
C 3.57910 -1.20576 0.36301
H 0.60508 -1.76014 2.08480
H -2.88821 -1.55032 -1.51262
N -3.76010 0.69923 -0.14936
H -3.43578 -0.92260 1.17466
*
```

As for the orbital gap: 0.357 Ha. Its SMILES is C=CCN(CC=C)S(=O)(=O)c1ccc(C(=O)Nc2nnc(COC)o2)cc1.


The least stable of them is B.


--- A ---
Density functional theory data (ωB97M-V with the def2-TZVPD basis set) for a 2-piece molecular cluster, C2H2N2O3 overall.

```
! wB97M-V def2-TZVPD RIJCOSX def2/J DEFGRID3
* xyz -2 1
N 0.84938 1.34847 -1.23395
N -0.28640 -1.23012 0.81322
O 0.50077 2.50178 -1.78365
H -1.00313 0.80522 -0.30331
H 1.41213 -0.87004 -0.07527
O -1.86241 -0.37770 1.61373
C 0.45746 -0.52209 0.05153
C -0.01411 0.66041 -0.52999
O -0.05370 -2.31593 1.44769
*
```

As for the orbital gap (spin up / spin down): 0.222 / 0.223 Ha.


--- B ---
Density functional theory data (ωB97M-V with the def2-TZVPD basis set) for a 2-piece molecular cluster, C2H2N2O3 overall.

```
! wB97M-V def2-TZVPD RIJCOSX def2/J DEFGRID3
* xyz -2 1
H 0.74894 -1.07970 -0.52567
O -0.95002 -3.81285 1.89188
N -0.44901 -2.58751 1.99656
C 0.31169 2.64902 -1.09327
O 0.45269 2.53880 -2.34653
C -0.27299 -1.26540 -0.01289
H -0.60054 2.17754 -0.56671
O 0.92446 3.37283 -0.32152
N -0.16522 -1.99273 0.97816
*
```

As for the orbital gap: 0.254 Ha.


The least stable of them is A.


--- A ---
Density functional theory data (ωB97M-V with the def2-TZVPD basis set) for a 2-piece molecular cluster, C4H14N overall.

```
! wB97M-V def2-TZVPD RIJCOSX def2/J DEFGRID3
* xyz 1 1
H -1.65319 0.75974 -2.59295
H -2.17314 -0.46150 0.04770
C -2.43795 0.43251 -1.96685
H 3.69943 -0.94860 0.80536
H 1.37865 -1.81500 0.68144
C 1.53245 -0.72504 0.42227
H -0.56073 -0.15338 0.95577
C 2.90528 -0.16653 0.69398
C -2.03799 0.57647 -0.45996
H -3.42600 0.95383 -2.02378
H -2.65882 1.19571 0.12205
H -2.62064 -0.48051 -2.51804
H 0.43961 -0.86689 2.30743
H 0.76514 0.80499 1.72883
H 2.94319 0.45830 1.59479
H 3.25048 0.27442 -0.20898
N 0.38595 -0.15622 1.47389
H 1.20808 -0.55328 -0.69816
H -0.93980 0.87096 -0.36478
*
```

As for the orbital gap: 0.411 Ha.


--- B ---
Density functional theory data (ωB97M-V with the def2-TZVPD basis set) for a 2-piece molecular cluster, C4H14N overall.

```
! wB97M-V def2-TZVPD RIJCOSX def2/J DEFGRID3
* xyz 1 1
C 1.94802 0.42225 -1.27811
H -1.70237 -0.63826 1.51582
H 1.70263 -0.26847 1.27244
C -2.28814 -0.39642 0.59895
H -1.96834 -1.14086 -1.57227
C -1.86140 -1.43771 -0.44997
H -2.57862 -2.31827 -0.49354
N 0.95996 0.85284 -0.20144
C 1.55354 0.81966 1.24678
H 2.75557 1.10864 -1.08877
H 1.63890 0.63227 -2.25626
H 0.77421 1.13074 1.90794
H -0.81785 -1.86751 -0.22587
H -2.17401 0.65583 0.35612
H -3.39064 -0.45030 0.98675
H 0.61277 1.84622 -0.36271
H 0.06028 0.36284 -0.26180
H 2.52809 1.34625 1.37954
H 2.24740 -0.65973 -1.07360
*
```

As for the orbital gap: 0.428 Ha.


--- C ---
Density functional theory data (ωB97M-V with the def2-TZVPD basis set) for a 2-piece molecular cluster, C4H14N overall.

```
! wB97M-V def2-TZVPD RIJCOSX def2/J DEFGRID3
* xyz 1 1
H 3.20389 0.27222 -1.12636
H 0.00156 0.23101 1.35035
H -1.14758 1.99490 2.41024
H -0.56756 -0.37270 2.58351
H -2.77224 -0.86610 1.07385
H 2.16497 -1.25055 -3.20309
H 1.48398 0.72565 -0.93500
H -1.32048 -1.94795 0.85506
H -2.37091 1.06656 3.03480
H 2.00678 -1.17273 -0.99672
H 0.94683 0.13239 -3.06658
C -1.78495 1.19222 2.08268
H -2.16371 1.60949 1.24038
C -1.74062 -0.95382 0.76598
H -1.66940 -0.81611 -0.34792
N -0.97248 -0.01968 1.71311
C 1.99612 -0.25432 -2.77879
H 2.56123 0.54930 -3.38423
C 2.14457 -0.11978 -1.27128
*
```

As for the orbital gap: 0.377 Ha.


The least stable of them is C.


--- A ---
Density functional theory data (ωB97M-V with the def2-TZVPD basis set) for C2H3NO2S as an isolated structure.

```
! wB97M-V def2-TZVPD RIJCOSX def2/J DEFGRID3
* xyz 0 3
N 0.85772 -1.42361 -0.87229
H -2.15034 0.41993 0.38818
C -1.08979 0.54784 0.55286
H 0.94389 1.06301 0.71276
O 0.94735 -0.39159 -1.46414
O 1.36503 -2.45357 -1.17433
C -0.17019 1.44284 0.70153
S -0.23099 -1.60634 0.56485
H -0.47268 2.40148 0.59058
*
```

As for the orbital gap (spin up / spin down): 0.239 / 0.246 Ha.


--- B ---
Density functional theory data (ωB97M-V with the def2-TZVPD basis set) for one molecule with the formula C2H3NO2S.

```
! wB97M-V def2-TZVPD RIJCOSX def2/J DEFGRID3
* xyz 0 3
C 0.10004 2.04403 1.13234
C 0.03173 0.94973 0.63760
N 0.86519 -1.19942 -0.65382
O -1.57560 0.12049 -1.49230
H 1.13355 -2.13518 -0.52655
O -1.15102 -1.48633 0.73836
S -0.52956 -0.52925 -0.09577
H -0.08196 2.84719 1.78547
H 1.20763 -0.61126 -1.52535
*
```

As for the orbital gap (spin up / spin down): 0.255 / 0.323 Ha.


--- C ---
Density functional theory data (ωB97M-V with the def2-TZVPD basis set) for one molecule with the formula C2H3NO2S.

```
! wB97M-V def2-TZVPD RIJCOSX def2/J DEFGRID3
* xyz 0 3
S 2.10629 -0.12976 0.31511
H -1.00901 1.01457 -1.25097
N -0.93520 0.95499 -0.23737
H -1.78264 -1.06378 0.04440
O 2.51539 1.13617 -0.22382
C 0.39021 -0.62659 0.31529
O 1.14744 -1.11110 -0.72494
C -1.15278 -0.22408 0.35040
H -1.27969 0.04959 1.41189
*
```

As for the orbital gap (spin up / spin down): 0.296 / 0.324 Ha.


The least stable of them is A.


--- A ---
Density functional theory data (ωB97M-V with the def2-TZVPD basis set) for an isolated ion of composition C4H10S and charge -1.

```
! wB97M-V def2-TZVPD RIJCOSX def2/J DEFGRID3
* xyz -1 2
H -0.75728 -1.11932 -1.85368
C -1.03397 -0.08028 -1.79047
H 0.24636 -0.94951 1.92293
C -1.81020 0.32851 -0.52897
H -0.02128 -1.38483 0.17682
H -1.65115 0.09804 -2.68454
H -0.17034 0.56403 -1.97483
H 2.44853 -0.40318 1.53176
H -0.50895 1.49411 0.73478
C 0.08762 -0.60785 0.91100
H -2.56149 -0.44627 -0.36083
C -0.94087 0.48977 0.72651
S 1.87683 0.00532 0.39606
H -1.59990 0.51713 1.59381
H -2.28970 1.27376 -0.79308
*
```

As for the orbital gap (spin up / spin down): 0.090 / 0.320 Ha.


--- B ---
Density functional theory data (ωB97M-V with the def2-TZVPD basis set) for a 2-piece molecular cluster, C4H10S overall.

```
! wB97M-V def2-TZVPD RIJCOSX def2/J DEFGRID3
* xyz -1 2
H -0.50362 1.29348 -1.59123
H -2.14563 -1.26212 0.43032
H -0.68936 -1.61963 1.24465
H -0.57418 -0.44848 -1.55425
C -1.36361 -0.78446 1.00127
H -0.78375 1.38494 0.71463
C 1.42337 0.24170 -1.38939
H 1.41106 0.42712 -2.47137
H 1.96793 -0.69870 -1.23192
H 0.35813 0.11075 1.24238
C -0.10051 0.41027 -1.04815
H 2.03284 1.04329 -0.94315
H -1.74952 -0.52447 1.97752
C -0.47932 0.36681 0.44285
S 1.19617 0.05951 3.17584
*
```

As for the orbital gap (spin up / spin down): 0.248 / 0.232 Ha.


The least stable of them is A.


--- A ---
Density functional theory data (ωB97M-V with the def2-TZVPD basis set) for a 5-piece molecular cluster, H10O5 overall.

```
! wB97M-V def2-TZVPD RIJCOSX def2/J DEFGRID3
* xyz -1 2
H -1.68321 1.45644 -1.88607
O 0.49176 -0.70350 -0.01148
H -0.19641 -1.12889 0.51625
H 0.72860 0.67762 1.49540
H 1.74601 1.60208 2.24013
H 1.60285 -1.86336 -1.05072
H -0.36189 0.92007 -2.43727
O -1.12559 0.65880 -1.89040
H 2.00308 -2.77182 -2.30522
H -1.16851 1.19967 1.80535
O -1.99353 0.74329 1.58281
O 1.68305 -1.91823 -2.01599
H -2.52810 0.55244 2.37082
H 0.03658 -0.43240 -0.84433
O 0.90566 1.14654 2.32857
*
```

As for the orbital gap (spin up / spin down): 0.100 / 0.399 Ha.


--- B ---
Density functional theory data (ωB97M-V with the def2-TZVPD basis set) for a 5-piece molecular cluster, H10O5 overall.

```
! wB97M-V def2-TZVPD RIJCOSX def2/J DEFGRID3
* xyz -1 2
H 7.67515 -11.84095 15.53331
H 6.66551 -8.79960 18.50199
O 10.71854 -9.80118 18.55647
H 8.81123 -8.57915 15.95239
O 8.98407 -7.44955 13.39486
H 10.83166 -10.68764 18.21352
O 7.48225 -8.96729 18.97215
H 9.96452 -9.45390 18.07994
H 8.55981 -8.18838 12.95855
H 8.10079 -9.23273 18.29158
O 7.04526 -11.14889 15.33202
H 8.57220 -6.67543 13.01100
H 6.29533 -11.33523 15.89692
H 7.90290 -9.77514 16.14331
O 8.62623 -9.30088 16.55333
*
```

As for the orbital gap (spin up / spin down): 0.106 / 0.398 Ha.


The least stable of them is A.